Here is a cluster of 2 separate species, C2H5BrClN in total at a distorted geometry from the Open Molecules 2025 dataset. Energies are from ωB97M-V/def2-TZVPD.

Computed properties:
- molar mass (g mol⁻¹) = 158.43
- maximum force (eV Å⁻¹) = 3.8
- highest occupied orbital energy (eV) = -10.29
- Kohn-Sham gap (eV) = 10.9
- relative energy (zero: lowest compared OMol25 entry of this formula, charge and spin) (kcal/mol) = 47.6

```
! RIJCOSX wB97M-V def2-TZVPD def2/J DEFGRID3
* xyz 0 1
H 1.186 -1.302 1.057
C 1.331 0.390 -0.044
C 0.723 -0.982 0.109
H -0.273 -0.865 0.237
N 0.925 1.573 -0.241
Cl -0.768 1.820 -0.589
H -2.902 0.805 -0.259
H 2.403 0.426 0.306
Br -3.684 -0.218 0.175
H 1.059 -1.647 -0.751
*
```

Results of the Mulliken charge analysis, in e, for atoms 1 through 8: 0.248, 0.123, -0.596, 0.170, -0.348, -0.115, 0.170, 0.291



Here is an isolated molecule of C2H5BrClN at a distorted geometry from the Open Molecules 2025 dataset. Energies are from ωB97M-V/def2-TZVPD.

Computed properties:
- molar mass (g mol⁻¹) = 158.43
- maximum force (eV Å⁻¹) = 2.3
- highest occupied orbital energy (eV) = -9.42
- Kohn-Sham gap (eV) = 9.8
- relative energy (zero: lowest compared OMol25 entry of this formula, charge and spin) (kcal/mol) = 28.6

```
! RIJCOSX wB97M-V def2-TZVPD def2/J DEFGRID3
* xyz 0 1
H 1.288 0.640 1.051
H -0.530 -0.287 1.368
H 2.059 0.396 -0.736
H 0.089 -0.322 -1.521
C 1.140 0.650 -0.087
C -0.920 -0.562 0.307
N 0.105 -0.185 -0.524
H 0.811 1.637 -0.198
Cl -1.225 -2.347 0.222
Br -2.819 0.380 0.118
*
```

Results of the Mulliken charge analysis, in e, for atoms 1 through 8: 0.237, 0.246, 0.237, 0.213, -0.748, 0.020, -0.179, 0.353



Here is a cluster of 2 separate species, C2H5BrClN in total at a distorted geometry from the Open Molecules 2025 dataset. Energies are from ωB97M-V/def2-TZVPD.

Computed properties:
- molar mass (g mol⁻¹) = 158.43
- maximum force (eV Å⁻¹) = 2.7
- highest occupied orbital energy (eV) = -9.30
- Kohn-Sham gap (eV) = 9.0
- relative energy (zero: lowest compared OMol25 entry of this formula, charge and spin) (kcal/mol) = 88.5

```
! RIJCOSX wB97M-V def2-TZVPD def2/J DEFGRID3
* xyz 0 1
Cl -1.939 -0.602 -1.113
H 0.284 1.655 -0.617
H 0.832 -0.655 1.280
C 1.140 -1.060 0.359
C -0.652 1.789 -0.111
H 1.466 -2.129 0.169
Br 2.606 0.001 -0.300
H -2.364 0.975 0.559
N -1.559 1.010 -0.042
H 0.186 -0.983 -0.183
*
```

Results of the Mulliken charge analysis, in e, for atoms 1 through 8: -0.329, 0.207, 0.334, -0.405, -0.021, 0.301, -0.146, 0.277



Here is an isolated molecule of C2H5BrFPS2 at a distorted geometry from the Open Molecules 2025 dataset. Energies are from ωB97M-V/def2-TZVPD.

Computed properties:
- molar mass (g mol⁻¹) = 223.07
- maximum force (eV Å⁻¹) = 2.4
- highest occupied orbital energy (eV) = -8.82
- Kohn-Sham gap (eV) = 9.2
- relative energy (zero: lowest compared OMol25 entry of this formula, charge and spin) (kcal/mol) = 4.4

```
! RIJCOSX wB97M-V def2-TZVPD def2/J DEFGRID3
* xyz 0 1
C 1.125 -0.777 -0.632
Br -0.640 3.520 0.976
H -0.283 -1.826 0.799
H 1.295 -1.213 -1.601
P -1.383 1.660 0.021
F 1.019 0.597 -1.046
H -1.005 -1.018 -0.724
H 1.951 -0.948 0.087
S -0.572 0.322 1.345
H -3.680 2.929 -0.583
S -3.546 1.988 0.530
C -0.215 -1.025 0.089
*
```

Results of the Mulliken charge analysis, in e, for atoms 1 through 8: -0.056, -0.159, 0.378, 0.249, 0.269, -0.280, 0.323, 0.233



Here is a cluster of 2 separate species, C2H5BrN2S in total at a distorted geometry from the Open Molecules 2025 dataset. Energies are from ωB97M-V/def2-TZVPD.

Computed properties:
- molar mass (g mol⁻¹) = 169.05
- maximum force (eV Å⁻¹) = 1.5
- highest occupied orbital energy (eV) = -9.13
- Kohn-Sham gap (eV) = 9.7
- relative energy (zero: lowest compared OMol25 entry of this formula, charge and spin) (kcal/mol) = 0.0

```
! RIJCOSX wB97M-V def2-TZVPD def2/J DEFGRID3
* xyz 0 1
C -0.374 0.427 -0.844
H 3.108 -1.159 1.185
H -0.794 1.244 -1.435
Br 3.369 -0.215 0.182
H 0.183 0.549 1.290
H -1.307 1.436 0.888
N -1.556 -1.492 -0.563
S -1.696 -0.944 1.012
N -0.935 -0.803 -1.342
C -0.702 0.563 0.657
H 0.703 0.393 -1.031
*
```

Results of the Mulliken charge analysis, in e, for atoms 1 through 8: -0.142, 0.210, 0.249, -0.219, 0.277, 0.319, -0.080, 0.004



Here is the ion C2H5BrNO with charge +1 at a distorted geometry from the Open Molecules 2025 dataset. Energies are from ωB97M-V/def2-TZVPD.

Computed properties:
- molar mass (g mol⁻¹) = 138.97
- maximum force (eV Å⁻¹) = 4.4
- highest occupied orbital energy (eV) = -14.95
- Kohn-Sham gap (eV) = 10.7
- relative energy (zero: lowest compared OMol25 entry of this formula, charge and spin) (kcal/mol) = 7.0

```
! RIJCOSX wB97M-V def2-TZVPD def2/J DEFGRID3
* xyz 1 1
H 0.885 1.101 0.153
O -2.059 1.263 -0.690
H -0.382 -0.246 1.121
C -0.948 1.504 -1.018
Br -0.585 3.067 -2.160
H 0.180 -1.456 0.065
H 0.906 0.480 -1.405
N -0.374 -0.631 0.231
H -1.369 -0.782 -0.050
C 0.267 0.687 -0.536
*
```

Results of the Mulliken charge analysis, in e, for atoms 1 through 8: 0.384, -0.405, 0.335, 0.588, -0.052, 0.335, 0.376, -0.360



Here is a cluster of 2 separate species, C2H5BrSi in total at a distorted geometry from the Open Molecules 2025 dataset. Energies are from ωB97M-V/def2-TZVPD.

Computed properties:
- molar mass (g mol⁻¹) = 137.05
- maximum force (eV Å⁻¹) = 2.5
- highest occupied orbital energy (eV) = -9.27
- Kohn-Sham gap (eV) = 7.7
- relative energy (zero: lowest compared OMol25 entry of this formula, charge and spin) (kcal/mol) = 81.0

```
! RIJCOSX wB97M-V def2-TZVPD def2/J DEFGRID3
* xyz 0 1
C -1.092 -0.493 -0.100
H -2.035 1.568 -0.112
Si 0.847 -0.073 0.038
Br -4.592 -0.114 0.043
H 1.322 -0.590 1.285
H -1.502 -1.457 -0.023
H 0.966 1.490 -0.069
C -1.905 0.489 -0.118
H 1.573 -0.716 -1.021
*
```

Results of the Mulliken charge analysis, in e, for atoms 1 through 8: 0.094, 0.342, 0.474, -0.377, -0.083, 0.386, -0.092, -0.658



Here is a cluster of 2 separate species, C2H5Cl3O2SSi in total at a distorted geometry from the Open Molecules 2025 dataset. Energies are from ωB97M-V/def2-TZVPD.

Computed properties:
- molar mass (g mol⁻¹) = 227.57
- maximum force (eV Å⁻¹) = 4.8
- highest occupied orbital energy (eV) = -10.66
- Kohn-Sham gap (eV) = 10.1
- relative energy (zero: lowest compared OMol25 entry of this formula, charge and spin) (kcal/mol) = 54.7

```
! RIJCOSX wB97M-V def2-TZVPD def2/J DEFGRID3
* xyz 0 1
Cl 2.027 -1.046 1.910
H 0.392 1.646 1.609
S -1.338 -1.153 -1.368
H -0.816 -1.561 0.987
O -1.370 -2.534 -1.619
H 0.772 2.276 -0.057
H -1.229 0.677 0.867
Si 1.127 -0.203 0.357
H 2.025 2.119 1.121
O -0.736 -0.266 -2.284
C 1.134 1.748 0.780
Cl 1.928 -0.396 -1.447
C -0.683 -0.740 0.266
Cl -3.231 -0.568 -1.121
*
```

Results of the Mulliken charge analysis, in e, for atoms 1 through 8: -0.240, 0.279, 0.996, 0.393, -0.496, 0.281, 0.295, 0.808